# 1
Density functional theory data (ωB97M-V/def2-TZVPD) for C26H32FIN4O5Zr as an isolated structure.

- HOMO-LUMO gap (spin up / spin down) (Ha) = 0.16737 / 0.26828
- expectation value of S² = 0.78

Geometry as ORCA input:
```
! RIJCOSX wB97M-V def2-TZVPD def2/J DEFGRID3
* xyz 1 2
Zr 0.30050 0.41960 0.41401
F 6.25222 3.83101 -0.40152
C 4.98686 4.32694 -0.37788
C 3.93282 3.46601 -0.23198
C 2.61530 3.98384 -0.19070
C 1.52003 3.12520 0.05617
O 1.77130 1.82933 0.20493
C 0.20288 3.71159 0.08941
C 0.08208 5.05331 -0.09897
N 1.13115 5.89002 -0.32898
C 0.90721 7.30657 -0.40643
C -0.25178 7.81346 -1.20493
C 1.14481 8.00750 -1.71466
C 2.43915 5.38806 -0.33798
C 3.53126 6.22421 -0.47257
C 4.83518 5.70151 -0.49135
N 5.96118 6.58942 -0.57883
C 6.84005 6.55999 0.59063
C 7.69070 7.84932 0.58124
N 7.46099 8.52853 -0.73343
C 7.76008 7.60514 -1.87316
C 6.74426 6.44169 -1.80473
C -1.11200 2.99860 0.27008
O -2.14524 3.50680 -0.10845
O -1.08529 1.79983 0.84017
H 4.09827 2.40540 -0.11946
H -0.89711 5.50587 -0.08060
H 1.16586 7.84097 0.50247
H -0.78900 8.66454 -0.81334
H -0.86655 7.08527 -1.71466
H 1.57354 8.99972 -1.68679
H 1.46041 7.38854 -2.54331
H 3.40315 7.29244 -0.56657
H 7.48533 5.67602 0.60038
H 6.22074 6.53034 1.48376
H 8.75758 7.65212 0.66108
H 7.40082 8.54596 1.36496
H 7.99570 9.39247 -0.79992
H 6.45801 8.73605 -0.78064
H 8.78966 7.27432 -1.75367
H 7.68016 8.17297 -2.79721
H 7.27607 5.48614 -1.84651
H 6.06102 6.48587 -2.65049
O -0.08535 1.04852 -1.67928
N -1.31144 1.18913 -2.18524
C -1.57383 2.31507 -2.86708
C -2.81735 2.51808 -3.41545
C -3.80288 1.55760 -3.24980
C -3.50282 0.40707 -2.53842
C -2.24194 0.23343 -2.01307
H -0.74927 3.00943 -2.91569
H -3.01043 3.43421 -3.95322
H -4.79030 1.70757 -3.66204
H -4.24329 -0.36344 -2.38152
H -1.91079 -0.62572 -1.44559
I 1.12013 -0.24399 3.03442
C 0.33143 -2.42495 -2.19586
C 0.60024 -2.34686 -0.69485
C 2.04908 -1.91055 -0.43523
C 0.34141 -3.68472 -0.01430
O -0.28782 -1.38400 -0.12956
H 0.94062 -3.19996 -2.66227
H 0.55912 -1.46780 -2.67048
H -0.71727 -2.67129 -2.37029
H 2.73485 -2.42619 -1.10869
H 2.35357 -2.11346 0.59126
H 2.24236 -0.83870 -0.63557
H 1.04924 -4.44127 -0.35687
H -0.66998 -4.02591 -0.23582
H 0.44313 -3.56780 1.06479
*
```

Atom charges from the Mulliken analysis, given in e for atoms 1 to 8:
1. Zr 0.823
2. F -0.367
3. C 0.558
4. C -1.046
5. C 1.165
6. C 1.606
7. O -1.025
8. C -0.007

***

# 2
Density functional theory data (ωB97M-V/def2-TZVPD) for an isolated ion of composition C4H8NO3 and charge -1 in a non-equilibrium geometry.

- HOMO-LUMO gap (Ha) = 0.29156
- SMILES = N[C@H](CCO)C(=O)[O-]

Geometry as ORCA input:
```
! RIJCOSX wB97M-V def2-TZVPD def2/J DEFGRID3
* xyz -1 1
N 1.21270 -0.84082 0.71053
C -0.06531 -0.11164 0.68577
C -0.19931 0.60286 -0.66064
C -0.92355 -0.21311 -1.69511
O -0.11836 -1.36097 -2.07506
C -0.01923 1.00347 1.87870
O -0.57411 2.09450 1.64486
O 0.60172 0.62662 2.89300
H 1.99241 -0.20581 0.77400
H 1.21281 -1.38836 1.55965
H -0.86268 -0.82389 0.87477
H 0.81894 0.88056 -0.94745
H -0.66918 1.56651 -0.45213
H -1.01934 0.35790 -2.61678
H -1.82958 -0.63028 -1.26703
H 0.44208 -1.55754 -1.30709
*
```

Atom charges from the Mulliken analysis, given in e for atoms 1 to 8:
1. N -0.676
2. C -0.052
3. C -0.763
4. C -0.344
5. O -0.575
6. C 0.484
7. O -0.730
8. O -0.740

***

# 3
Density functional theory data (ωB97M-V/def2-TZVPD) for C3H4HoLiO3 as an isolated structure in a non-equilibrium geometry.

- HOMO-LUMO gap (spin up / spin down) (Ha) = 0.29160 / 0.27841
- expectation value of S² = 6.00

Geometry as ORCA input:
```
! RIJCOSX wB97M-V def2-TZVPD def2/J DEFGRID3
* xyz 2 5
O 1.65733 0.66021 0.61691
C 0.74682 -0.15695 1.05113
C -0.51038 0.43279 1.45988
H 1.15224 -1.17355 0.86597
H 0.38065 -1.69084 -1.03976
H -0.42769 1.52020 1.63229
H -1.01872 -0.10813 2.26613
Li 1.65554 1.43735 -1.03947
O 0.16929 0.32981 -1.83942
C -0.31297 -0.82270 -1.87929
O -1.53771 -0.96096 -1.76622
Ho -1.95440 0.53276 -0.32815
*
```

Atom charges from the Mulliken analysis, given in e for atoms 1 to 8:
1. O -0.705
2. C 0.263
3. C -1.626
4. H 0.572
5. H 0.287
6. H 0.551
7. H 0.504
8. Li 0.962

***

# 4
Density functional theory data (ωB97M-V/def2-TZVPD) for C20H11N5PdS3 as an isolated structure in a non-equilibrium geometry.

- HOMO-LUMO gap (spin up / spin down) (Ha) = 0.24635 / 0.15364
- expectation value of S² = 2.03

Geometry as ORCA input:
```
! RIJCOSX wB97M-V def2-TZVPD def2/J DEFGRID3
* xyz 0 3
Pd 0.04476 -0.00546 -0.07401
N -2.03521 -3.48602 1.06574
C -3.20643 -3.71020 0.39293
C -3.98840 -4.82614 0.71000
C -5.16499 -5.06483 0.03780
C -5.59592 -4.19663 -0.96960
C -4.83769 -3.09424 -1.29436
C -3.64305 -2.84199 -0.61995
S -2.70622 -1.44619 -1.06875
N -1.41103 -1.46771 -0.06362
C -1.16701 -2.44169 0.87648
C 0.00617 -2.33176 1.65238
C 0.39257 -3.24758 2.66280
C 1.55256 -3.05063 3.35894
C 2.35367 -1.94193 3.06063
C 1.93388 -1.07713 2.07108
N 0.80637 -1.24260 1.38465
H -1.79097 -4.15672 1.77478
H -3.65524 -5.50093 1.48992
H -5.75672 -5.93271 0.29403
H -6.52108 -4.38934 -1.49394
H -5.15717 -2.41243 -2.07312
H -0.22588 -4.10535 2.89496
H 1.85188 -3.74556 4.13193
H 3.27857 -1.75540 3.58511
H 2.52874 -0.21356 1.80432
S 1.76082 1.46328 -0.06642
C 1.68563 2.03145 -1.71593
C 2.80522 2.62384 -2.29301
C 2.76966 3.09111 -3.59971
C 3.94463 3.66149 -4.17812
N 4.90542 4.11158 -4.62146
C 1.57904 2.98462 -4.34033
C 0.45679 2.41268 -3.75752
C 0.49852 1.92224 -2.45543
S -0.93200 1.22499 -1.73608
C 1.51794 3.44909 -5.69006
N 1.45197 3.81063 -6.77979
H 3.71739 2.70522 -1.71698
H -0.46072 2.33411 -4.32540
*
```

Atom charges from the Mulliken analysis, given in e for atoms 1 to 8:
1. Pd 0.400
2. N 0.042
3. C 0.312
4. C -0.690
5. C -0.574
6. C -0.664
7. C -0.624
8. C 0.874